Below is a cluster of 14 separate species, C84H210N14O28 in total, with properties calculated with ωB97M-V with the def2-TZVPD basis set.

Geometry (Å):
C (-2.49200, 2.63962, -3.45144)
O (-1.12181, 2.45842, -3.43836)
C (-0.39722, 3.07794, -2.38372)
C (-0.62241, 2.47255, -1.05116)
N (0.44026, 2.93655, -0.17478)
C (0.09430, 2.63773, 1.25093)
C (1.09681, 3.34584, 2.22455)
O (0.41687, 3.77463, 3.40607)
C (1.32235, 4.48194, 4.27033)
H (-2.87085, 2.51315, -4.46344)
H (-2.77952, 3.62669, -3.15842)
H (-3.02241, 1.90034, -2.87193)
H (-0.62633, 4.14545, -2.38678)
H (0.68568, 3.00273, -2.58554)
H (-0.66361, 1.36128, -1.06032)
H (-1.54398, 2.85770, -0.71432)
H (1.26143, 2.39207, -0.39791)
H (-0.05289, 1.54604, 1.43344)
H (-0.89606, 3.08589, 1.41781)
H (1.53504, 4.25786, 1.78712)
H (1.88928, 2.70120, 2.57346)
H (1.56527, 5.55914, 3.94220)
H (2.26198, 3.92782, 4.42581)
H (0.80709, 4.62182, 5.23302)
C (-4.93069, -0.09841, 8.70597)
O (-3.96507, -1.02442, 8.85642)
C (-2.71260, -0.56144, 8.34596)
C (-1.80059, -1.70865, 8.23358)
N (-2.20457, -2.82057, 7.38247)
C (-2.33849, -2.33886, 6.00928)
C (-2.62772, -3.43258, 4.98649)
O (-2.65275, -2.83094, 3.67421)
C (-2.63056, -3.86510, 2.77376)
H (-5.92013, -0.56596, 8.96131)
H (-5.01580, 0.13052, 7.61787)
H (-4.87732, 0.86134, 9.16984)
H (-2.30907, 0.21164, 8.98993)
H (-3.04253, -0.13180, 7.39335)
H (-1.71722, -2.18688, 9.23262)
H (-0.82589, -1.42505, 7.82168)
H (-3.15002, -3.17792, 7.67205)
H (-1.36756, -1.91083, 5.77424)
H (-3.14688, -1.63311, 5.78018)
H (-3.66645, -3.86513, 5.16049)
H (-1.88984, -4.19730, 5.04604)
H (-2.97567, -3.73964, 1.77237)
H (-3.28618, -4.68485, 2.98174)
H (-1.60782, -4.25344, 2.72868)
C (-1.18999, -7.43892, -0.05992)
O (-1.38349, -6.94965, -1.42749)
C (-0.28008, -6.12949, -1.76957)
C (-0.27289, -5.81851, -3.24790)
N (-1.27294, -4.81743, -3.63566)
C (-0.63265, -3.83123, -4.59829)
C (-1.51817, -2.71773, -4.98478)
O (-1.89851, -1.95174, -3.89205)
C (-2.63821, -0.88118, -4.25619)
H (-1.96364, -8.13902, 0.13400)
H (-1.22320, -6.60756, 0.67980)
H (-0.28132, -8.03049, 0.03052)
H (0.65722, -6.68481, -1.55348)
H (-0.18997, -5.19602, -1.20730)
H (-0.42549, -6.78904, -3.69412)
H (0.77568, -5.47129, -3.43156)
H (-1.99379, -5.31756, -4.13290)
H (-0.27204, -4.33379, -5.56597)
H (0.29135, -3.46065, -4.06865)
H (-2.39497, -3.10156, -5.50346)
H (-1.03661, -2.06754, -5.68161)
H (-3.61913, -1.25665, -4.63850)
H (-2.23110, -0.32040, -5.11005)
H (-2.76318, -0.22571, -3.32807)
C (-5.03832, 2.68846, -0.87910)
O (-5.49227, 1.70730, -1.78634)
C (-6.45588, 0.86246, -1.27194)
C (-6.52033, -0.38132, -2.12180)
N (-6.82749, -0.04060, -3.54668)
C (-6.78581, -1.26524, -4.35013)
C (-7.24918, -0.98069, -5.75826)
O (-6.32489, -0.28957, -6.51337)
C (-5.29553, -1.17531, -7.11248)
H (-4.40318, 2.29597, -0.05348)
H (-5.90867, 3.22602, -0.46668)
H (-4.47228, 3.43484, -1.43103)
H (-7.36544, 1.37667, -1.42035)
H (-6.20450, 0.62074, -0.26847)
H (-7.40899, -0.93701, -1.82240)
H (-5.58270, -0.93530, -1.78286)
H (-6.15730, 0.65432, -3.85186)
H (-7.47913, -2.01659, -3.92013)
H (-5.82890, -1.74638, -4.30555)
H (-8.00780, -0.21843, -5.78536)
H (-7.57417, -1.97086, -6.23466)
H (-5.78237, -1.96429, -7.72489)
H (-4.73063, -1.74307, -6.38235)
H (-4.74279, -0.50016, -7.72698)
C (5.86820, -0.59939, 4.88476)
O (7.29530, -0.73768, 4.90509)
C (7.82490, -1.59188, 3.96352)
C (8.06113, -0.82028, 2.67353)
N (8.93070, 0.33721, 3.01966)
C (8.88127, 1.51155, 2.13862)
C (8.47536, 2.78663, 2.87730)
O (7.29111, 2.67531, 3.55387)
C (6.08402, 2.73221, 2.78190)
H (5.53381, 0.18358, 5.59605)
H (5.28699, -1.51108, 5.13576)
H (5.51449, -0.25184, 3.93724)
H (7.15391, -2.46920, 3.80529)
H (8.69961, -2.04077, 4.43827)
H (7.10649, -0.56865, 2.25713)
H (8.51900, -1.47805, 1.88643)
H (8.53776, 0.71997, 3.88589)
H (8.23018, 1.41616, 1.28020)
H (9.88668, 1.80456, 1.75110)
H (8.38798, 3.55671, 2.08873)
H (9.20788, 3.05543, 3.66599)
H (5.78537, 3.74572, 2.55821)
H (5.33888, 2.28660, 3.40887)
H (6.16430, 2.10602, 1.82469)
C (7.65019, 6.41611, 1.98885)
O (6.73263, 6.54471, 0.90254)
C (5.39178, 6.56880, 1.27516)
C (4.49556, 6.76494, 0.03259)
N (4.58742, 5.80215, -1.03069)
C (4.48898, 4.42199, -0.52311)
C (3.85174, 3.40871, -1.47291)
O (4.57666, 3.19787, -2.69876)
C (4.18276, 4.08793, -3.75865)
H (7.41584, 5.58607, 2.66473)
H (7.79252, 7.34798, 2.56676)
H (8.63349, 6.19204, 1.50692)
H (5.16890, 7.38068, 1.95819)
H (5.04269, 5.69592, 1.78464)
H (4.78077, 7.76746, -0.36315)
H (3.45758, 6.92259, 0.40898)
H (5.42886, 5.93686, -1.63628)
H (3.82810, 4.50163, 0.36856)
H (5.43385, 4.04830, -0.11354)
H (2.82955, 3.69356, -1.66905)
H (3.90004, 2.47154, -0.90168)
H (5.01169, 4.83330, -3.79143)
H (3.33425, 4.73932, -3.50853)
H (4.10208, 3.58288, -4.72807)
C (7.00089, -1.64342, -1.64848)
O (6.65174, -0.27638, -1.29283)
C (7.73390, 0.65525, -1.61986)
C (7.22817, 2.04564, -1.27490)
N (8.26712, 3.03121, -1.54281)
C (7.83428, 4.36923, -1.22455)
C (8.83713, 5.43406, -1.53091)
O (10.09801, 5.13190, -0.77710)
C (11.19590, 6.03601, -0.92296)
H (7.78971, -2.09112, -1.04665)
H (7.33202, -1.73251, -2.67813)
H (6.03731, -2.20530, -1.55510)
H (7.92294, 0.59218, -2.71446)
H (8.67651, 0.38792, -1.08464)
H (6.85955, 2.11971, -0.22916)
H (6.29047, 2.17989, -1.87641)
H (8.49155, 2.99884, -2.52930)
H (7.58241, 4.41728, -0.15763)
H (6.95811, 4.71216, -1.87554)
H (8.46307, 6.42425, -1.20380)
H (8.93679, 5.35365, -2.60617)
H (11.01409, 7.12837, -0.79491)
H (11.73485, 6.05747, -1.90233)
H (11.95307, 5.83405, -0.12913)
C (3.33887, 0.68099, 1.35442)
O (2.47084, 0.73034, 0.24829)
C (2.71488, -0.31852, -0.67372)
C (1.32155, -0.83510, -1.18059)
N (0.56848, -1.34863, -0.07254)
C (-0.56683, -2.06874, -0.40859)
C (-1.65338, -1.10245, -0.72374)
O (-1.95567, -0.05291, 0.17158)
C (-2.91068, -0.32635, 1.19281)
H (4.36714, 0.27032, 1.14072)
H (2.93104, -0.10082, 2.07205)
H (3.37117, 1.65585, 1.74630)
H (3.24048, -1.14491, -0.16774)
H (3.36740, 0.06827, -1.46137)
H (1.47344, -1.67225, -1.88421)
H (0.77087, -0.01731, -1.65137)
H (0.34341, -0.66194, 0.61930)
H (-0.89723, -2.75295, 0.43011)
H (-0.24241, -2.74537, -1.21374)
H (-2.61431, -1.62851, -1.07178)
H (-1.35884, -0.46392, -1.59829)
H (-2.44077, -0.86220, 2.06487)
H (-3.68753, -0.96317, 0.69092)
H (-3.30675, 0.58373, 1.65110)
C (-6.99224, 9.06666, -0.84767)
O (-6.21897, 7.86367, -0.80080)
C (-5.95361, 7.36500, 0.43414)
C (-5.40767, 5.97809, 0.33619)
N (-4.98976, 5.44699, 1.66242)
C (-3.62631, 5.79465, 2.06940)
C (-3.25763, 4.92562, 3.25029)
O (-3.44603, 3.56580, 2.98486)
C (-2.85134, 2.80758, 4.06813)
H (-8.04028, 8.83510, -0.63652)
H (-6.91074, 9.58286, -1.85380)
H (-6.61079, 9.77190, -0.09631)
H (-6.94110, 7.29931, 0.92296)
H (-5.32812, 8.03705, 0.99451)
H (-4.56112, 5.86240, -0.39641)
H (-6.18501, 5.30519, 0.04129)
H (-5.10785, 4.43496, 1.68085)
H (-3.59891, 6.81055, 2.37599)
H (-2.96863, 5.68544, 1.20395)
H (-3.82257, 5.24372, 4.16765)
H (-2.19920, 5.03029, 3.42256)
H (-3.19778, 3.35515, 4.94470)
H (-1.76943, 2.84762, 3.99619)
H (-3.14996, 1.74990, 4.07514)
C (4.63626, 0.07814, -4.32695)
O (3.30125, -0.20397, -4.51060)
C (2.44709, 0.90337, -4.76615)
C (1.07249, 0.34939, -5.17722)
N (0.90505, -0.20250, -6.55348)
C (1.77952, -1.28768, -6.84162)
C (1.24576, -2.11812, -8.00765)
O (0.23224, -2.98934, -7.55314)
C (-0.18666, -3.71458, -8.72133)
H (5.00031, 0.79890, -5.06382)
H (5.18151, -0.86690, -4.44874)
H (4.85394, 0.50935, -3.33855)
H (2.86160, 1.54427, -5.56370)
H (2.35229, 1.47567, -3.81032)
H (0.29621, 1.18280, -5.08729)
H (0.81552, -0.36316, -4.40569)
H (0.95770, 0.49569, -7.28045)
H (1.80910, -1.97762, -5.92081)
H (2.83339, -1.04700, -7.03058)
H (2.05152, -2.79604, -8.37811)
H (0.98940, -1.64284, -8.97915)
H (-0.31764, -3.07563, -9.62589)
H (-1.13235, -4.17637, -8.56590)
H (0.61069, -4.38956, -8.97989)
C (2.72464, -4.43934, -0.93415)
O (2.60775, -4.20055, -2.33423)
C (3.80370, -3.55170, -2.80405)
C (3.72842, -3.44985, -4.35824)
N (3.41762, -4.76819, -4.85135)
C (3.21662, -4.99714, -6.26083)
C (2.89006, -6.47766, -6.57623)
O (1.63602, -6.71512, -6.00223)
C (1.07845, -7.98011, -6.27091)
H (3.12781, -3.54533, -0.43214)
H (3.35303, -5.27383, -0.69540)
H (1.71352, -4.66063, -0.56641)
H (4.78271, -4.11002, -2.55975)
H (3.86254, -2.56016, -2.32324)
H (4.65386, -3.00312, -4.77685)
H (3.03457, -2.60750, -4.55888)
H (2.67109, -5.16514, -4.27366)
H (4.20573, -4.75884, -6.66858)
H (2.50836, -4.34255, -6.71170)
H (3.69525, -7.16760, -6.24395)
H (2.78630, -6.58894, -7.70111)
H (-0.02655, -7.83825, -6.30928)
H (1.31013, -8.69324, -5.50795)
H (1.48863, -8.39026, -7.19748)
C (-5.82590, -1.07266, 3.04333)
O (-5.46017, 0.24523, 3.37027)
C (-6.58697, 1.12848, 3.21121)
C (-6.27307, 2.40828, 3.93553)
N (-7.35134, 3.34895, 3.72934)
C (-7.00199, 4.74917, 3.98887)
C (-8.24574, 5.56541, 3.99122)
O (-9.03450, 5.30789, 5.16267)
C (-10.31452, 5.87869, 4.96979)
H (-6.11899, -1.07081, 1.98591)
H (-6.65200, -1.46985, 3.58592)
H (-5.01935, -1.73370, 3.04575)
H (-7.50662, 0.73893, 3.63763)
H (-6.67661, 1.12462, 2.11832)
H (-5.36760, 2.81037, 3.49691)
H (-6.03191, 2.25785, 5.02536)
H (-8.13934, 3.08604, 4.28092)
H (-6.41105, 5.11136, 3.19895)
H (-6.50744, 4.82688, 4.91219)
H (-8.79865, 5.36029, 3.05711)
H (-8.00107, 6.62944, 3.90300)
H (-10.32295, 6.97022, 4.80031)
H (-10.94244, 5.57828, 5.80823)
H (-10.81294, 5.37845, 4.16289)
C (-5.17560, -6.48344, 4.52756)
O (-5.72418, -5.98538, 3.37218)
C (-6.94157, -5.25185, 3.61395)
C (-7.47345, -4.83035, 2.25763)
N (-6.42949, -4.23633, 1.48613)
C (-7.00289, -3.71206, 0.18387)
C (-5.94188, -3.47884, -0.82670)
O (-5.52571, -4.79148, -1.24670)
C (-4.46517, -4.70874, -2.15163)
H (-5.37793, -6.05676, 5.54195)
H (-4.07539, -6.51971, 4.39432)
H (-5.48503, -7.52044, 4.63608)
H (-6.76474, -4.41919, 4.32620)
H (-7.66343, -5.83933, 4.08302)
H (-8.36238, -4.14859, 2.39978)
H (-7.93142, -5.69715, 1.63699)
H (-5.87307, -5.04703, 1.28484)
H (-7.55066, -2.75862, 0.37111)
H (-7.72669, -4.46975, -0.13313)
H (-5.13766, -2.84361, -0.39392)
H (-6.38406, -2.96577, -1.69326)
H (-4.27191, -5.70435, -2.57509)
H (-3.55207, -4.37271, -1.74287)
H (-4.69214, -4.07708, -2.96645)
C (0.11250, -0.20895, 3.87195)
O (0.96585, -1.06053, 3.07854)
C (0.50268, -2.38149, 2.94575)
C (1.29757, -3.27188, 3.97505)
N (2.35593, -3.99736, 3.26356)
C (3.26852, -3.09801, 2.52282)
C (4.48598, -3.92048, 2.07243)
O (5.52335, -3.00761, 1.92136)
C (6.64280, -3.70845, 1.41191)
H (-0.11905, 0.67339, 3.26535)
H (0.61230, -0.05710, 4.87420)
H (-0.87496, -0.59492, 4.06660)
H (0.71206, -2.75898, 1.90593)
H (-0.59148, -2.46066, 3.14169)
H (0.60979, -3.96531, 4.47089)
H (1.71270, -2.71692, 4.76181)
H (1.82436, -4.56200, 2.59278)
H (3.65209, -2.28935, 3.17305)
H (2.80870, -2.63831, 1.60830)
H (4.30237, -4.56722, 1.19144)
H (4.61535, -4.61247, 2.88601)
H (6.92081, -4.47419, 2.21382)
H (7.50944, -3.07232, 1.34267)
H (6.40229, -4.23981, 0.41646)

Summary:
**Energy relative to the best compared isomer or geometry (same formula, charge and spin)**: 602.0 kJ/mol
**HOMO-LUMO gap**: 8.66 eV
**HOMO energy**: -8.122 eV

These are the Mulliken partial charges, in e, on atoms 1 to 2: -0.63 -0.05